No. 1
Formula: C31H31Cl3N6O2STl
Source: OMol25
Level of theory: ωB97M-V with the def2-TZVPD basis set

Atoms and positions in Å:
1 C 2.07368 2.30862 3.30328
2 S -1.25342 0.65998 -5.28563
3 C -3.61544 -0.37715 1.70019
4 N 4.36467 -1.28234 -1.65524
5 Tl -0.53508 0.72025 0.33063
6 Cl -4.20321 6.09498 -1.10528
7 C -0.55827 -0.77576 -4.68108
8 H 3.02058 1.16311 -2.08664
9 H 2.50062 4.14980 0.48915
10 H -5.27279 1.22370 4.27175
11 H 5.25959 1.90635 -1.46213
12 C 3.37777 0.83274 -1.10802
13 N -2.01620 2.85477 -0.54372
14 H 2.59909 1.59407 3.92609
15 C -5.06363 0.47826 3.50861
16 H 5.69768 -0.03684 -2.75730
17 O 2.49006 -0.53579 1.31307
18 H 4.39442 -2.36396 -0.05286
19 Cl -2.51338 4.73553 -3.63299
20 H -0.32533 -1.60141 -5.33870
21 C -2.98528 1.75227 2.93880
22 C 2.01615 3.73655 1.36696
23 Cl -4.88520 3.24652 -2.79911
24 C -3.92601 0.60608 2.73759
25 C -3.42583 4.04056 -2.32365
26 C 2.00853 -4.69949 -1.71322
27 H -1.96476 1.37970 3.05420
28 C 0.70071 4.07779 1.65688
29 C 0.85694 -3.39701 0.54761
30 H 1.78783 -4.95205 1.67087
31 H 2.79646 -6.06465 -0.27872
32 H -0.94275 3.82755 3.00576
33 C 2.18924 -5.17976 -0.42924
34 C -4.28275 -2.50890 0.50697
35 C -5.68849 -1.55032 2.34982
36 N -2.55088 -0.31915 0.93470
37 H 0.42742 -2.87955 1.39681
38 H -6.38269 -2.37533 2.21141
39 H 3.72981 2.58704 1.97220
40 H -6.83368 -0.67204 3.95260
41 H -4.17577 -2.04457 -0.47547
42 N -0.89158 0.47293 -2.77371
43 C 3.20523 -0.67460 -0.97856
44 C 0.10455 -1.73879 -2.44713
45 N -0.00650 -1.75886 -1.15278
46 H -3.33139 -3.00300 0.71356
47 H -5.07767 -3.25795 0.47424
48 N 0.85479 -2.78572 -2.92867
49 C -1.34588 1.27400 -3.67654
50 H -3.25897 2.33386 3.82218
51 C -0.43992 -0.69907 -3.32919
52 H 4.11642 -1.60659 -2.57616
53 H 0.26799 2.22908 4.46069
54 H 2.45218 -5.19556 -2.56968
55 C 3.17757 -1.09167 0.50281
56 H 1.05433 -2.97230 -3.89418
57 C 1.22830 -3.55316 -1.84325
58 C 1.61584 -4.54145 0.68339
59 C 0.67232 -2.89463 -0.74034
60 C 5.44432 -0.26044 -1.71971
61 C 2.70392 2.85804 2.19480
62 H 2.81898 1.35578 -0.33549
63 H 6.34529 -0.63887 -1.23598
64 C -4.57065 -1.46882 1.54666
65 C 0.08017 3.55105 2.77912
66 H 0.15166 4.75111 1.00915
67 H -2.98053 2.41249 2.06801
68 C 4.89632 0.98698 -1.00358
69 C -5.94968 -0.58874 3.33100
70 O 3.95772 -2.13953 0.79580
71 C 0.76294 2.66020 3.59832
72 C -2.65278 3.39403 -1.34439
73 H 5.19852 0.98796 0.04676
74 H 2.26497 -1.01834 -1.41136
75 H -1.75919 2.26042 -3.48276

Cartesian forces (eV/Å) of the 2 atoms listed first:
C 0.0 0.0 0.0
S -0.1 0.1 0.0

Computed properties:
total charge = -1
HOMO level (spin up / spin down) = -3.9 / -3.7 eV
maximum force = 0.366 eV/A
LUMO level (spin up / spin down) = 1.57 / 1.57 eV
gap between HOMO and LUMO (spin up / spin down) = 5.50 / 5.26 eV

These are the Mulliken partial charges, in e, on atoms 1 to 8:
1. C -0.476
2. S -0.189
3. C -0.556
4. N -0.672
5. Tl 0.650
6. Cl -0.547
7. C -0.433
8. H 0.434

No. 2
Formula: C5H7NO
Source: OMol25
Level of theory: ωB97M-V with the def2-TZVPD basis set

Atoms and positions in Å:
1 H -2.17317 -0.14587 -1.35817
2 C -1.14489 -0.45431 -1.15632
3 C 0.90216 0.02912 0.03001
4 C -0.58612 0.08930 0.10867
5 H -2.28790 -0.08663 1.37541
6 N 1.69133 0.07555 1.13852
7 H 1.23226 -0.30082 1.96358
8 C -1.29565 0.32637 1.23742
9 C 1.16634 0.17870 -1.24987
10 H 1.95702 0.50751 -1.89383
11 H -0.88482 0.87236 2.07846
12 H -1.01015 -1.52082 -1.34560
13 O -0.25451 0.40570 -1.89527
14 H 2.68812 0.02384 0.96701

Cartesian forces (eV/Å) of the 2 atoms listed first:
H 0.2 0.0 0.1
C 1.1 1.7 0.2

Computed properties:
energy above the lowest of the compared OMol25 structures with the same formula, charge and spin = 75.0 kcal/mol
total charge = 0
HOMO level = -8.0 eV
SMILES = C=C1COC=C1N
maximum force = 4.978 eV/A
LUMO level = 0.88 eV
gap between HOMO and LUMO = 8.84 eV

These are the Mulliken partial charges, in e, on atoms 1 to 8:
1. H 0.297
2. C -0.189
3. C 0.364
4. C 0.291
5. H 0.248
6. N -0.471
7. H 0.237
8. C -0.960

No. 3
Formula: C5H11NO2
Source: OMol25
Level of theory: ωB97M-V with the def2-TZVPD basis set

Atoms and positions in Å:
1 H -2.04657 1.41796 1.09721
2 H -1.73107 0.89519 -0.45745
3 O -0.35599 3.16386 1.44641
4 H 1.06578 -2.10008 -2.27753
5 H 1.66803 0.57841 -0.60055
6 H -0.00143 -3.65552 -0.34993
7 C 0.36511 2.33494 0.95467
8 N -1.50279 0.79603 0.51778
9 C 0.65002 0.21970 -0.40930
10 C 0.28052 -2.06140 -1.54006
11 H 0.11989 0.36009 1.67821
12 H 0.05989 -1.65759 0.53080
13 C -0.07940 0.88540 0.74039
14 C 0.70116 -1.31418 -0.28379
15 H 0.14117 0.46413 -1.33813
16 H -0.54854 -1.58161 -2.04667
17 H 1.70922 -1.66798 -0.03835
18 H 1.40180 2.61427 0.67708
19 O -0.05085 -3.42149 -1.28574

Cartesian forces (eV/Å) of the 2 atoms listed first:
H 0.1 0.2 -0.1
H -0.2 0.3 0.0

Computed properties:
energy above the lowest of the compared OMol25 structures with the same formula, charge and spin = 39.2 kcal/mol
total charge = 0
HOMO level = -9.3 eV
SMILES = N[C@H](C=O)CCCO
maximum force = 1.028 eV/A
LUMO level = 0.86 eV
gap between HOMO and LUMO = 10.21 eV

These are the Mulliken partial charges, in e, on atoms 1 to 8:
1. H 0.239
2. H 0.223
3. O -0.475
4. H 0.264
5. H 0.440
6. H 0.322
7. C -0.192
8. N -0.548

No. 4
Formula: C7H17NO
Source: OMol25
Level of theory: ωB97M-V with the def2-TZVPD basis set

Atoms and positions in Å:
1 C 1.26892 0.77603 2.17169
2 H -0.78040 -3.54021 -1.41290
3 C 0.01408 -1.07000 -2.24542
4 H 0.56980 -1.66172 -0.24252
5 N -0.45960 2.33496 1.48076
6 H -1.66502 -0.66697 0.88782
7 H -1.04072 2.67026 0.71314
8 H -1.26446 -3.14164 0.23243
9 H 0.72935 2.25696 -0.92462
10 H 0.11523 0.26439 0.36265
11 H -2.21333 -2.53910 -1.14236
12 H 0.60951 0.35925 2.93954
13 H 1.87992 1.54533 2.65543
14 H -1.06832 1.96990 2.20782
15 O -1.93178 0.51381 -0.76769
16 H 1.94434 -0.01101 1.82434
17 C 0.47160 1.34744 1.01304
18 H 2.07502 1.22149 -0.43633
19 C 1.34747 1.95319 -0.07360
20 H 0.13788 -1.93192 -2.90946
21 C -1.29457 -0.28156 -0.07541
22 H 1.89874 2.82352 0.29629
23 H -0.76440 -0.43319 -2.67631
24 C -1.20001 -2.74572 -0.78555
25 H 0.95952 -0.51914 -2.26180
26 C -0.33880 -1.49438 -0.83098

Cartesian forces (eV/Å) of the 2 atoms listed first:
C 0.1 0.0 0.1
H 0.0 0.1 0.1

Computed properties:
energy above the lowest of the compared OMol25 structures with the same formula, charge and spin = 58.2 kcal/mol
total charge = 0
HOMO level = -9.0 eV
SMILES = CC(C)C=O.CC(C)N
maximum force = 3.809 eV/A
LUMO level = 0.81 eV
gap between HOMO and LUMO = 9.79 eV

These are the Mulliken partial charges, in e, on atoms 1 to 8:
1. C -1.484
2. H 0.411
3. C -1.234
4. H 0.315
5. N -0.608
6. H 0.397
7. H 0.293
8. H 0.371

No. 5
Formula: C31H31Cl75INO3P
Source: OMol25
Level of theory: ωB97M-V with the def2-TZVPD basis set

Atoms and positions in Å:
1 C 7.18222 1.24218 3.31562
2 H 5.67189 -6.64462 -4.21291
3 C -1.43438 6.05580 4.42342
4 C -2.51624 1.57725 8.60890
5 O -4.18016 6.92351 3.22023
6 C -8.25972 9.24118 1.41399
7 Cl -3.15061 -4.62740 -3.76633
8 O -5.92862 4.20264 1.56403
9 C 4.09705 -3.76889 1.18922
10 Cl 4.78422 -7.11962 -2.09547
11 Cl 1.98504 2.37083 -11.42582
12 Cl 5.97185 -0.83468 -13.50452
13 H -2.26088 5.34708 8.08020
14 H 2.33434 -0.29864 -14.55975
15 Cl -7.62685 0.43854 2.92288
16 H 2.95737 3.10301 -9.42882
17 Cl 2.40764 -3.29329 1.43208
18 Cl 0.95667 1.74222 11.56352
19 H -0.05324 5.63480 7.36132
20 Cl -7.48111 -5.97722 5.68335
21 H -7.80005 10.21551 1.50905
22 P -4.36933 4.12095 2.01418
23 Cl -5.64927 -1.50284 2.11855
24 H -6.67469 -7.38794 3.99629
25 Cl 4.72113 -4.57978 2.62453
26 Cl -7.68481 8.22365 2.73830
27 Cl -7.11162 5.84000 4.62938
28 C -8.74749 5.20600 4.97349
29 Cl 1.12691 -1.04267 -16.41876
30 Cl 5.99018 2.54376 3.39546
31 Cl -0.71143 -5.99303 -4.54883
32 Cl -7.73998 -2.26053 3.96810
33 Cl 9.32031 -1.82410 0.02543
34 C 8.71314 -1.21099 -1.51090
35 C 6.98901 -4.84119 -10.30497
36 H -3.51836 2.10077 14.27116
37 H 3.96514 -6.84970 -8.24242
38 H -1.82502 -4.25848 -5.65960
39 C -0.60312 -5.68511 -8.98598
40 Cl 2.53730 -4.00833 -4.91412
41 H 4.32516 -4.16319 -3.43381
42 C -0.46690 5.96864 5.38930
43 Cl -3.22061 3.95803 12.87407
44 Cl -0.65322 -3.15879 -3.96048
45 Cl -0.43797 -0.42872 -0.31323
46 H -4.09887 5.46506 6.46373
47 Cl -6.31491 -5.23992 3.14297
48 H -0.71502 7.24431 9.21379
49 Cl -2.36151 -2.51454 -0.92519
50 Cl 2.32816 3.41653 0.40744
51 Cl -2.82656 1.76732 10.32808
52 Cl 5.00859 -8.64468 -7.17008
53 Cl 4.97559 4.54572 0.03606
54 Cl 0.43522 7.91379 11.12417
55 H 0.56815 6.11064 5.11291
56 Cl -4.73594 -6.17491 8.43844
57 Cl 2.68359 -7.15469 -6.31470
58 H 4.98885 -1.99139 -11.72538
59 Cl 5.94728 -3.49936 -9.81619
60 Cl 4.26413 -4.79142 -0.23357
61 Cl 2.80992 -2.82392 -2.26731
62 Cl -2.64353 -4.16550 8.33633
63 H 4.35061 2.72009 1.35993
64 Cl -2.29293 -1.38423 1.73367
65 C 1.95894 0.17788 -15.45503
66 Cl 0.31737 -4.38208 -8.21941
67 Cl -10.00950 9.44557 1.50533
68 C -2.75039 5.87018 4.81424
69 Cl 2.58611 1.94403 9.17674
70 H 8.15244 1.64471 3.57467
71 Cl 3.94068 -8.72451 -10.16152
72 Cl -4.02316 1.38017 7.71955
73 C -3.85262 5.91857 3.78003
74 Cl 3.74243 4.57905 2.66354
75 Cl 6.99010 -5.01946 -12.05772
76 C -4.17304 2.88204 13.90913
77 Cl -1.51084 5.77709 10.85056
78 Cl 0.84470 1.45889 -14.96777
79 Cl 6.79151 -0.03689 4.46274
80 Cl 0.30852 0.13641 9.23575
81 C -2.06111 5.53297 7.04074
82 Cl 6.47071 -6.32918 -9.51827
83 Cl -1.97648 8.51245 2.08358
84 Cl 6.99427 -0.80151 -1.40437
85 Cl 7.24942 0.61932 1.67160
86 C 4.60734 -1.49804 -12.60792
87 H -4.80520 -3.97014 9.21130
88 H 2.64944 -9.70666 -11.84943
89 Cl -7.78955 8.55891 -0.14166
90 Cl 8.94479 -2.38939 -2.79292
91 Cl 7.07510 -5.47033 -2.77377
92 Cl -8.82397 3.50294 4.55927
93 Cl 5.24594 -5.80700 -6.57990
94 H -8.92046 5.29642 6.03741
95 Cl -4.80909 3.75703 15.29598
96 O -4.44672 4.72004 3.62481
97 C 1.61235 0.87104 10.17979
98 C -7.33279 -1.26162 2.57676
99 Cl -8.78837 -6.76091 3.21223
100 C 1.97678 2.73690 -9.70076
101 N -0.78980 5.70424 6.65816
102 Cl 0.79741 3.99598 -9.33395
103 Cl 3.33152 0.84386 -16.33844
104 Cl -5.47435 2.12911 12.98847
105 H -1.91759 0.68922 8.46519
106 Cl 0.99394 5.64965 9.38347
107 C -7.24099 -6.46672 4.00608
108 Cl 4.60464 -2.04214 -4.39330
109 Cl -1.59750 2.96685 7.98736
110 C -1.32371 -1.81758 0.31225
111 Cl -9.99353 6.11574 4.14027
112 C -4.38693 -4.45032 8.33731
113 Cl 0.37758 -7.14421 -9.13561
114 Cl -5.13687 -3.74228 6.90788
115 Cl 3.59573 -11.54271 -10.75397
116 H -0.60475 -2.56459 0.62145
117 H -7.96091 -1.56046 1.74816
118 Cl 1.30943 -9.93828 -9.94854
119 H -6.45849 4.49672 2.32889
120 C 2.84799 -9.94935 -10.81442
121 C 3.91168 3.68256 1.14262
122 H 9.26491 -0.31516 -1.76225
123 H 7.99805 -4.62009 -9.98447
124 C -0.25747 6.72020 10.04406
125 Cl 7.08947 -8.31332 -3.39114
126 C -1.61269 -4.47744 -4.62079
127 Cl -2.08385 -6.01334 -8.08302
128 C -3.08281 5.61313 6.13145
129 Cl 3.74481 -2.69469 -13.57970
130 Cl 0.57771 7.92144 0.86772
131 H -0.88156 -5.36111 -9.97951
132 C 3.64678 -3.36598 -3.71603
133 I -3.86010 1.71957 2.08912
134 H 4.67762 -2.86929 1.03114
135 Cl 3.51250 -0.21182 -12.09001
136 C -0.57870 9.18839 1.24693
137 Cl 1.65065 1.28228 -8.75630
138 C 4.19556 -7.08395 -7.21103
139 H 2.25004 0.07725 10.54486
140 C 6.10412 -6.86084 -3.24368
141 H -1.18093 6.26541 3.39818
142 H -0.91999 9.62852 0.31915
143 Cl 0.17403 10.45511 2.21625

Cartesian forces (eV/Å) of the 2 atoms listed first:
C -0.1 -0.1 -0.1
H 0.0 -0.1 0.1

Computed properties:
total charge = +1
HOMO level = -11.0 eV
maximum force = 1.503 eV/A
LUMO level = -3.99 eV
gap between HOMO and LUMO = 7.00 eV

These are the Mulliken partial charges, in e, on atoms 1 to 8:
1. C -0.059
2. H -0.529
3. C -0.340
4. C -0.139
5. O -0.411
6. C -0.031
7. Cl -0.147
8. O -0.328

No. 6
Formula: C18H19IN2Sn
Source: OMol25
Level of theory: ωB97M-V with the def2-TZVPD basis set

Atoms and positions in Å:
1 H 2.09886 3.54976 0.91813
2 C 1.17790 -3.51303 -1.95617
3 C -1.11543 -1.62329 3.05904
4 H 4.58142 2.71466 1.17524
5 N -1.54697 0.66473 -1.11042
6 I -0.84243 3.46853 1.30999
7 H -0.26648 -2.07373 4.98937
8 C -0.72572 -1.50173 -1.93415
9 C -1.77662 -0.46236 -1.85907
10 C -0.95783 -0.90599 1.84618
11 H -4.98674 0.19094 -2.80481
12 H 1.85614 -0.85103 4.51903
13 C 1.22502 -0.17885 2.55505
14 C 1.06792 -0.87353 3.76789
15 C -0.11834 -1.57337 4.02670
16 H -1.91027 -2.85559 -3.10117
17 C -3.79372 1.42518 -1.48817
18 C -3.03685 -0.63341 -2.43980
19 H -1.75921 -0.92960 1.10689
20 C 0.18305 -0.16161 1.63412
21 H 4.97825 3.73045 -0.18400
22 H 3.85832 2.38981 -0.41474
23 H -3.23941 -1.54449 -2.97907
24 H 2.74828 4.75206 -0.21389
25 H 2.23243 -2.18020 -0.64256
26 C 3.00093 4.09242 0.62344
27 H -0.18554 -4.59913 -3.26603
28 H 1.95600 -4.27754 -1.94254
29 H -2.35496 2.34554 -0.17391
30 H -2.02879 -2.18244 3.22461
31 H 2.15094 0.36745 2.36086
32 C -4.03915 0.32407 -2.30566
33 N 0.44597 -1.31128 -1.27229
34 C -0.95987 -2.70536 -2.62294
35 C -0.00111 -3.70291 -2.67254
36 C 4.16278 3.16906 0.28063
37 H 3.25255 4.76468 1.46280
38 C -2.55824 1.52658 -0.88289
39 H -4.52507 2.20345 -1.29571
40 C 1.33761 -2.31262 -1.24165
41 Sn 0.41434 1.27371 -0.05576

Cartesian forces (eV/Å) of the 2 atoms listed first:
H 0.2 0.1 -0.1
C -0.1 0.3 0.1

Computed properties:
energy above the lowest of the compared OMol25 structures with the same formula, charge and spin = 4.6 kcal/mol
total charge = 0
HOMO level = -7.2 eV
maximum force = 1.643 eV/A
LUMO level = -0.89 eV
gap between HOMO and LUMO = 6.34 eV

These are the Mulliken partial charges, in e, on atoms 1 to 8:
1. H -0.160
2. C -0.643
3. C -0.586
4. H 0.260
5. N 0.099
6. I -0.388
7. H 0.339
8. C 0.522